Record 1
This record from the Open Molecules 2025 dataset describes an isolated molecule of C3H4NOPS in a non-equilibrium geometry. The level of theory is ωB97M-V with the def2-TZVPD basis set.

Relative energy (zero: lowest compared OMol25 entry of this formula, charge and spin), kcal/mol: 7.4
Orbital gap, eV: 7.30

XYZ file:
```
11
Properties=species:S:1:pos:R:3:forces:R:3
C -0.937573 0.468731 0.197147 1.909 -1.897 -2.057
C 1.180573 0.289982 0.645844 2.328 -0.470 -1.978
C 0.917446 -0.618912 -0.631081 -0.356 -1.735 1.487
N -0.061582 0.720485 1.069589 -3.097 1.312 -0.370
O -0.391846 -0.307898 -0.990480 -3.117 2.324 2.253
P -2.644611 1.039771 0.383015 -1.557 -1.422 -0.960
S -3.741736 -0.310647 -0.571748 1.152 1.417 0.933
H 1.591089 -0.148619 1.536776 1.141 -0.617 -0.206
H 1.757150 1.160423 0.291808 0.109 -0.090 0.656
H 1.408928 -0.599380 -1.587089 1.325 0.788 0.122
H 0.922162 -1.693936 -0.343782 0.163 0.389 0.120
```
Forces are in eV/Å.

Want to see where the charge sits? The natural (NBO) charges in e are: atom 1 (C): 0.1460, atom 2 (C): -0.2787, atom 3 (C): -0.1023, atom 4 (N): -0.4045, atom 5 (O): -0.5187, atom 6 (P): 0.6680, atom 7 (S): -0.3090, atom 8 (H): 0.2227, atom 9 (H): 0.2117, atom 10 (H): 0.2045, atom 11 (H): 0.1602

=====

Record 2
This record from the Open Molecules 2025 dataset describes a cluster of 2 separate species, C9H11NOS in total in a non-equilibrium geometry. The level of theory is ωB97M-V with the def2-TZVPD basis set.

Relative energy (zero: lowest compared OMol25 entry of this formula, charge and spin), kcal/mol: 113.1
Spin multiplicity: 3
Orbital gap (spin up / spin down), eV: 7.83 / 7.40
Expectation value of S²: 2.010

XYZ file:
```
23
Properties=species:S:1:pos:R:3:forces:R:3
C -2.053011 -1.424819 -0.417944 -3.108 0.460 -0.366
C -0.721329 -1.247637 -0.599707 0.199 -1.828 0.031
C -2.175721 0.711545 0.636926 1.458 -0.689 0.255
C -2.851124 -0.374265 0.146863 0.834 -0.549 -0.318
C -0.237709 -0.072505 -0.122940 0.074 1.426 0.674
C 2.125304 0.127064 0.551268 0.838 0.098 2.602
C 3.033587 0.467159 -0.515743 0.982 2.101 1.879
C -4.340819 -0.432796 0.260516 0.719 -1.319 -0.136
C 3.906408 1.775514 -0.274541 -0.498 -1.324 -3.319
N -0.819631 0.831789 0.587440 -0.246 -0.669 -1.523
O 3.215454 -2.214851 -0.156770 -0.645 -2.831 -1.192
S 3.498308 -1.006464 0.557174 0.176 2.747 0.368
H -2.612128 -2.296875 -0.840806 0.755 0.549 0.592
H -0.149363 -2.120011 -0.912355 0.368 0.634 -0.402
H -2.618426 1.478822 1.185665 -1.145 1.141 0.673
H 1.758181 0.664899 1.494506 0.478 -0.637 -1.850
H 2.755140 0.249413 -1.534827 0.143 -0.392 -0.242
H -4.744850 0.508192 0.549944 -0.464 0.733 -0.117
H -4.727721 -0.835378 -0.668914 -0.469 0.337 -0.187
H -4.610812 -1.153420 1.022606 -0.159 -0.191 0.293
H 3.901205 2.332197 -1.228394 0.135 -0.269 0.103
H 4.939022 1.540196 -0.097468 0.393 -0.224 0.426
H 3.530035 2.492223 0.377501 -0.818 0.696 1.756
```
Forces are in eV/Å.

Want to see where the charge sits? The natural (NBO) charges in e are: atom 1 (C): -0.1439, atom 2 (C): -0.3422, atom 3 (C): 0.0195, atom 4 (C): -0.0717, atom 5 (C): 0.3165, atom 6 (C): -0.2847, atom 7 (C): -0.4461, atom 8 (C): -0.6236, atom 9 (C): -0.6182, atom 10 (N): -0.4577, atom 11 (O): -0.9724, atom 12 (S): 1.1741, atom 13 (H): 0.2152, atom 14 (H): 0.2436, atom 15 (H): 0.1904, atom 16 (H): 0.2317, atom 17 (H): 0.2529, atom 18 (H): 0.2219, atom 19 (H): 0.2196, atom 20 (H): 0.2206, atom 21 (H): 0.2166, atom 22 (H): 0.2212, atom 23 (H): 0.2165